# 1
DFT (ωB97M-V with the def2-TZVPD basis set) results for C28H36KN5O10 as an isolated structure.

The geometry in XYZ format:
```
80
C28H36KN5O10 | the Open Molecules 2025 dataset | ωB97M-V with the def2-TZVPD basis set
K 1.00384 0.36167 -0.45540
O 0.20877 2.64392 -3.62967
C 0.92796 1.64721 -4.32925
C 2.35224 1.42853 -3.80946
N 2.48342 0.31726 -2.87482
C 3.73321 0.39680 -2.11995
C 3.83560 1.48064 -1.01179
O 4.91308 1.45607 -0.38058
O 2.84807 2.22850 -0.82283
C 2.42718 -0.96940 -3.55589
C 2.12200 -2.14744 -2.61253
O 2.63260 -3.25560 -2.89549
O 1.33392 -1.92863 -1.65944
H -0.26118 2.25459 -2.87446
H 0.37023 0.70405 -4.32750
H 0.98605 1.98707 -5.36834
H 3.03933 1.28572 -4.66744
H 2.64743 2.34008 -3.28939
H 3.88971 -0.55965 -1.61360
H 4.59806 0.52213 -2.79376
H 1.60609 -0.96191 -4.27914
H 3.35024 -1.17713 -4.11868
N 2.76033 0.16503 1.66929
C 2.18271 -0.45958 2.84691
C 1.26893 -1.62496 2.47244
N 0.07425 -1.14701 1.78311
H 3.63496 -0.24978 1.37499
H 2.92427 1.15955 1.75699
H 1.58016 0.28758 3.37455
H 2.93436 -0.82160 3.56355
H 1.04176 -2.20663 3.37825
H 1.80863 -2.28830 1.79076
H -0.56620 -0.70524 2.43366
H -0.42033 -1.91521 1.34315
O -0.52108 3.12239 0.65767
C -1.85578 2.67864 0.71258
C -2.19641 1.87705 -0.59387
O -3.36223 1.52802 -0.76778
O -1.19174 1.65701 -1.33337
C -2.00739 1.79343 1.95844
C -2.95044 0.77452 2.06013
C -3.05919 0.03089 3.22939
C -2.23385 0.29465 4.31418
C -1.28715 1.30616 4.21345
C -1.17280 2.04525 3.04441
C -2.80047 3.87938 0.86721
C -4.17586 3.71492 1.02652
C -5.00400 4.81376 1.17987
C -4.47759 6.10041 1.18073
C -3.11247 6.27128 1.01980
C -2.28002 5.16803 0.86334
H -0.21928 2.89192 -0.24019
H -3.57774 0.55358 1.20703
H -3.78652 -0.77049 3.28313
H -2.31415 -0.29274 5.22086
H -0.62439 1.51570 5.04515
H -0.41940 2.81638 2.95948
H -4.59313 2.71905 1.00442
H -6.07138 4.66380 1.29539
H -5.12768 6.95911 1.30179
H -2.68709 7.26811 1.01251
H -1.21440 5.29443 0.73534
N 2.78419 -5.60204 -1.37828
C 2.00025 -6.23286 -0.48876
O 2.30992 -7.29400 0.04789
C 0.68871 -5.56748 -0.15871
C 0.13458 -4.53621 -0.90412
C -1.07586 -3.99007 -0.49544
C -1.68365 -4.50758 0.63530
N -1.17223 -5.50746 1.36349
C -0.01092 -6.01205 0.95821
H 3.66859 -6.03407 -1.58331
H 2.60549 -4.68661 -1.82069
H 0.62535 -4.11426 -1.76913
H -1.49926 -3.16244 -1.05439
H -2.62716 -4.10565 0.99099
H 0.41381 -6.81994 1.54300
O -1.30716 -1.17184 -2.33043
H -0.35976 -1.34841 -2.17536
H -1.44297 -0.22998 -2.13616
```

The calculation puts the strongest force on any atom at 0.3 eV/Å. As for the total charge: -2.

# 2
DFT (ωB97M-V with the def2-TZVPD basis set) results for C28H37AuN3O as an isolated structure.

The geometry in XYZ format:
```
70
C28H37AuN3O | the Open Molecules 2025 dataset | ωB97M-V with the def2-TZVPD basis set
Au -0.00128 -0.16313 0.15505
C -1.25205 -0.14724 3.76615
N -0.03695 0.10672 3.02559
C 0.98184 -0.88490 3.32420
C 0.46018 1.43966 3.04791
C 0.19552 2.25906 4.13280
C 0.72760 3.53732 4.24514
C 1.60604 3.96175 3.26570
C 1.87063 3.16997 2.16113
C 1.24646 1.92157 1.94646
N 1.45525 1.16041 0.81356
C 2.11825 1.70198 -0.29752
C 1.82517 2.96852 -0.81665
C 2.46258 3.47860 -1.93560
C 3.42034 2.72227 -2.58779
C 3.70275 1.44528 -2.12415
C 3.06565 0.91262 -1.00793
N 3.30755 -0.41650 -0.59748
C 3.82764 -1.32740 -1.58971
C 3.98319 -0.57160 0.67551
H -1.09416 -0.17673 4.85808
H -1.99413 0.61498 3.53327
H -1.64420 -1.11797 3.45741
H 1.23331 -0.90166 4.39816
H 0.62201 -1.87414 3.02972
H 1.88156 -0.66029 2.75975
H -0.43918 1.89098 4.93015
H 0.48022 4.16584 5.09115
H 2.08775 4.92945 3.35013
H 2.57940 3.53143 1.43148
H 1.03381 3.53911 -0.34998
H 2.19323 4.46000 -2.30816
H 3.94778 3.11656 -3.44782
H 4.45125 0.85836 -2.64226
H 4.91791 -1.23040 -1.73511
H 3.62150 -2.35047 -1.26601
H 3.32716 -1.16178 -2.54059
H 5.07739 -0.47836 0.56435
H 3.63609 0.19099 1.36612
H 3.76153 -1.55728 1.09330
C -4.09077 -1.22383 1.31736
C -4.21639 -0.32555 0.08220
C -3.48867 1.00781 0.28860
C -3.76190 -1.03793 -1.18234
C -4.70276 -1.22657 -2.18378
C -4.39194 -1.86416 -3.37370
C -3.09426 -2.30807 -3.55798
C -2.11173 -2.14783 -2.58816
C -0.70892 -2.60175 -2.96663
C 0.14436 -1.38076 -3.33901
C 0.00492 -3.46738 -1.92369
C -2.42499 -1.50766 -1.35530
O -1.54967 -1.41833 -0.37772
H -4.36320 -0.67683 2.22507
H -3.06098 -1.56270 1.40436
H -4.74205 -2.09615 1.22704
H -5.27846 -0.09367 -0.05438
H -2.43903 0.83351 0.52170
H -3.93489 1.57150 1.11294
H -3.54215 1.61348 -0.61805
H -5.71160 -0.85247 -2.03534
H -5.14501 -2.01122 -4.13885
H -2.82670 -2.79310 -4.49232
H -0.81819 -3.21081 -3.87067
H 0.36333 -0.79297 -2.44422
H -0.39063 -0.74791 -4.04933
H 1.08703 -1.69166 -3.79691
H 0.18652 -2.89384 -1.01935
H 0.96182 -3.81774 -2.32398
H -0.59963 -4.33903 -1.66306
```

The calculation puts the strongest force on any atom at 0.5 eV/Å. As for the total charge: -1.

# 3
DFT (ωB97M-V with the def2-TZVPD basis set) results for C28H37BBeClF2O4 as an isolated structure.

The geometry in XYZ format:
```
74
C28H37BBeClF2O4 | the Open Molecules 2025 dataset | ωB97M-V with the def2-TZVPD basis set
C -3.86735 6.32474 -0.14571
C -4.32628 4.89789 -0.57956
C -3.15122 3.90377 -0.65622
C -3.58365 2.52239 -1.21452
C -3.18223 2.31534 -2.69470
C -1.75750 1.65703 -2.71931
C -1.79658 0.10607 -2.62713
B -0.29956 -0.44558 -2.58601
C -0.05241 -1.90852 -3.22318
C 0.53795 -2.98851 -2.30335
C 1.84792 -3.37668 -2.58542
C 2.46328 -4.36660 -1.83228
C 1.79530 -4.98269 -0.78024
C 0.48734 -4.60090 -0.51279
C -0.29456 -5.26849 0.61073
C -0.12918 -3.61370 -1.25990
O 0.65448 0.39301 -1.95232
C 1.93908 0.09366 -2.24326
O 2.38108 -0.12246 -3.35062
C 2.98416 0.11127 -1.05944
C 3.42955 -1.02179 -0.27905
C 4.32817 -0.80566 0.73543
C 4.80458 0.52387 1.01514
C 4.38487 1.62808 0.22232
C 3.47936 1.38500 -0.79477
H -4.58537 6.70793 0.59495
H -2.87345 6.31881 0.32936
H -3.85405 7.03913 -0.98121
H -5.03417 4.52757 0.17206
H -4.83051 4.98744 -1.54930
H -2.29400 4.31831 -1.21579
H -2.79840 3.75784 0.37966
H -4.68584 2.46414 -1.16994
H -3.19135 1.73830 -0.55061
H -3.85933 1.63165 -3.22378
H -3.06422 3.28546 -3.20054
H -1.21131 2.10727 -1.87598
H -1.19673 1.93517 -3.63015
H -2.38502 -0.35432 -3.42917
H -2.19654 -0.12457 -1.61863
H -1.02390 -2.29632 -3.57585
H 0.57701 -1.82729 -4.12339
H 2.42006 -2.92922 -3.39898
H 3.49375 -4.66355 -2.04661
H 2.30717 -5.74222 -0.18647
H 0.22841 -5.11868 1.56727
H -0.40819 -6.35082 0.45709
H -1.26377 -4.76165 0.68685
H -1.16259 -3.32497 -1.06060
H 3.04939 -2.02245 -0.46130
H 4.64180 -1.64245 1.34650
H 5.49654 0.66953 1.83279
H 4.72897 2.64215 0.41527
H 3.13834 2.21840 -1.41319
O -7.05809 3.72055 -0.50477
H -7.12087 4.46272 0.10834
Be 6.09573 0.47135 -1.45377
F 0.89035 -1.27085 -0.30397
F -1.42655 -2.64013 1.97350
C -0.95810 -2.24386 3.16501
C -0.41872 -0.97816 3.28395
C 0.06396 -0.56530 4.51660
C 0.01099 -1.42314 5.60928
C -0.52992 -2.69398 5.47023
C -1.02352 -3.10856 4.24062
H -0.37811 -0.33073 2.41707
H 0.48376 0.42607 4.62544
H 0.39305 -1.09912 6.56946
H -0.56735 -3.36434 6.31977
H -1.45650 -4.09262 4.11288
Cl 4.25146 -0.27287 3.36468
O 5.82767 2.77382 3.14049
H 5.19595 2.05089 3.26441
H 6.48553 2.62712 3.82659
```

The calculation puts the strongest force on any atom at 2.2 eV/Å. As for the total charge: -1.

Number 1: HOMO-LUMO gap 7.45 eV, molar mass 641.72 g/mol. Number 2: HOMO-LUMO gap 6.89 eV, molar mass 628.59 g/mol. Number 3: HOMO-LUMO gap 1.19 eV, molar mass 530.87 g/mol.